(1)
ORCA calculation (ωB97M-V/def2-TZVPD) on a molecular structure, C25H37N4O2RuS4.

Geometry (Å):
Ru -0.40276 -0.46942 0.42554
N 1.69334 -0.61002 2.08604
C 2.19994 0.06558 3.28044
C 1.06824 0.83008 3.96704
C 0.74434 2.12328 3.20694
C -0.74186 2.32838 2.91614
N -1.26306 1.23338 2.10234
H 1.31804 -1.51882 2.35684
H 2.43784 -0.76102 1.41124
H 2.99234 0.76038 2.99014
H 2.63904 -0.65772 3.98134
H 1.34884 1.05378 4.99514
H 0.20114 0.16928 4.00174
H 1.25384 2.09648 2.24264
H 1.11434 2.98778 3.76234
H -0.86426 3.26218 2.35894
H -1.30436 2.42798 3.85614
H -2.09986 1.52348 1.60284
H -1.52626 0.45138 2.70104
O -1.68616 1.28318 -1.23186
C -3.06616 1.24188 -1.49236
C -3.85736 0.38758 -0.52576
C -5.22786 0.22438 -0.70606
C -5.93386 -0.54472 0.20044
C -5.25096 -1.10592 1.26924
C -3.89546 -0.85772 1.38404
N -3.20626 -0.13932 0.50374
H -1.25266 0.55198 -1.70146
H -3.26426 0.91238 -2.52076
H -3.42926 2.27348 -1.39486
H -5.72126 0.70158 -1.54066
H -6.99776 -0.69922 0.09404
H -5.76026 -1.72022 1.99514
H -3.32996 -1.25192 2.21684
O -4.04376 -6.56222 0.45344
C -3.42476 -5.54132 0.42764
S -3.27016 -4.51042 -1.00256
C -2.21446 -3.28182 -0.30036
C -1.90016 -3.44892 1.01784
S -0.93216 -2.42962 1.98374
S -2.56926 -4.87262 1.81924
S -1.66866 -2.04482 -1.33896
C 0.70794 4.08388 -0.34286
C 1.46114 3.00028 -1.05456
C 2.40094 3.30478 -2.03646
C 3.06194 2.28378 -2.70886
C 4.07864 2.61078 -3.76116
C 2.78394 0.96098 -2.41866
C 1.86314 0.59948 -1.40216
C 1.22754 1.68358 -0.73526
N 1.51134 -0.62862 -0.98746
C 2.15764 -1.84952 -1.43456
C 3.68584 -1.81712 -1.21666
C 1.80834 -2.13972 -2.91016
C 1.60964 -3.02112 -0.60136
H 1.02204 5.06828 -0.67996
H 0.86784 4.01348 0.73124
H -0.35876 3.97178 -0.53166
H 2.62024 4.33578 -2.27456
H 4.13564 3.68228 -3.92666
H 3.82874 2.12788 -4.70316
H 5.06584 2.26278 -3.46116
H 3.28384 0.21328 -3.01226
H 0.52964 1.44318 0.08094
H 4.14794 -0.93402 -1.64286
H 4.14014 -2.69552 -1.66736
H 3.90954 -1.83212 -0.15206
H 2.21584 -1.39492 -3.58736
H 0.72494 -2.14022 -3.02136
H 2.19034 -3.11642 -3.20076
H 1.77264 -2.85232 0.46144
H 2.09674 -3.95272 -0.88256
H 0.54254 -3.13402 -0.77436

Kohn-Sham gap (spin up / spin down)	4.965 / 6.382	eV
spin multiplicity	2
expectation value of S²	1.030
LUMO level (spin up / spin down)	-1.86 / -0.55	eV
ΔE to the lowest compared entry with this formula, charge and spin	3.7969	eV

---

(2)
ORCA calculation (ωB97M-V/def2-TZVPD) on a single C25H37NO4 molecule.

Geometry (Å):
C 4.77237 0.96699 0.99689
C 4.23646 1.97936 -0.00998
N 4.35624 1.49576 -1.37044
C 3.31165 1.02552 -2.07450
O 2.17406 1.03545 -1.63144
C 3.65277 0.51517 -3.46507
C 2.68969 -0.59233 -3.89432
C 2.86368 -1.84552 -3.02334
C 1.70416 -2.79435 -3.12796
C 0.52080 -2.63390 -2.55249
C 0.08030 -1.47123 -1.71537
C 0.00380 -1.82274 -0.22746
C -0.63941 -0.69580 0.62073
C -2.11783 -0.88005 0.69351
C -2.99312 -0.18038 -0.01019
C -4.48021 -0.42471 -0.01928
O -4.90030 -1.29625 1.00227
C -5.27783 0.89735 -0.01968
C -5.33357 1.58358 1.35224
C -3.97473 1.82582 1.94764
C -3.58620 1.19213 3.12057
C -2.32956 1.40716 3.65884
C -1.43998 2.25924 3.02995
C -1.82071 2.90281 1.86507
C -3.07925 2.69338 1.33340
C 0.06309 -0.76616 2.00687
O 0.85477 0.36781 2.25419
C 0.92488 -2.03668 1.94825
C 1.34169 -2.08622 0.47356
O 2.32627 -1.09902 0.23143
H 5.83415 0.79059 0.83618
H 4.63219 1.34244 2.00648
H 4.24000 0.02450 0.89519
H 3.17444 2.16118 0.16611
H 4.77702 2.92730 0.07358
H 5.28817 1.40102 -1.74156
H 3.57134 1.36055 -4.15404
H 4.68283 0.15448 -3.48796
H 1.66949 -0.21952 -3.80301
H 2.86029 -0.84338 -4.94281
H 2.97987 -1.53985 -1.98296
H 3.78092 -2.35958 -3.31879
H 1.87426 -3.68063 -3.72536
H -0.22884 -3.40565 -2.67908
H 0.73080 -0.61165 -1.86418
H -0.92735 -1.18178 -2.02797
H -0.59749 -2.73188 -0.11644
H -0.41973 0.27845 0.17329
H -2.45677 -1.68684 1.33117
H -2.65806 0.60630 -0.67138
H -4.72353 -0.95377 -0.95316
H -4.60129 -0.92089 1.83914
H -4.83062 1.56540 -0.75656
H -6.30182 0.68455 -0.33381
H -5.93155 0.97275 2.03257
H -5.85125 2.53919 1.22917
H -4.27783 0.53145 3.62872
H -2.04467 0.90789 4.57376
H -0.45397 2.41090 3.43841
H -1.13297 3.57279 1.37003
H -3.37429 3.20946 0.43039
H -0.66711 -0.79169 2.81987
H 1.61622 0.30941 1.65715
H 0.34362 -2.92084 2.20524
H 1.78280 -1.96275 2.61509
H 1.77172 -3.05541 0.19070
H 1.96502 -0.40668 -0.34703

Kohn-Sham gap	9.102	eV
LUMO level	0.72	eV
ΔE to the lowest compared entry with this formula, charge and spin	0.1218	eV

---

| no. | total energy (a.u.) |
| --- | --- |
| 1 | -3031.8937 |
| 2 | -1330.5393 |